Here is a 7-piece molecular cluster, C25H46O21 overall in a non-equilibrium geometry from the Open Molecules 2025 dataset. Energies are from ωB97M-V/def2-TZVPD.

The energy relative to the best compared isomer or geometry (same formula, charge and spin) comes out at 0.0 kcal per mole. The LUMO energy is 0.0162 Ha. As for the structure (SMILES): CCOC(=O)OC.CCOC(=O)OC.CCOC(=O)OC.CCOC(=O)OC.COC(=O)OC.O=C1OCCO1.O=C1OCCO1. For the HOMO energy, the calculation gives -10.08 eV. Its total charge is 0.

Last column: Mulliken charge in e.
Element x y z (Å)
C (-9.08748, 7.04456, 11.53331)  -0.08
C (-9.36794, 5.77825, 12.27583)  -0.48
O (-8.15734, 5.07020, 12.40272)  -0.33
C (-7.29455, 5.70895, 11.55396)  0.59
O (-6.18586, 5.35967, 11.30642)  -0.39
O (-7.87945, 6.76837, 10.94888)  -0.34
H (-9.15831, 7.93055, 12.16427)  0.09
H (-9.92979, 7.13790, 10.84783)  0.35
H (-10.16152, 5.18742, 11.81841)  0.35
H (-9.72448, 6.03798, 13.27258)  0.28
C (-5.42941, 7.98576, 13.96840)  0.81
C (-5.94522, 6.94144, 14.88821)  0.37
O (-7.34845, 7.21480, 15.07503)  -0.41
C (-7.63861, 8.38180, 14.41746)  0.72
O (-8.78920, 8.85626, 14.22915)  -0.72
O (-6.55258, 8.83068, 13.93583)  -0.28
H (-5.23914, 7.66997, 12.94265)  -0.21
H (-4.53336, 8.44491, 14.38599)  -0.29
H (-5.42966, 6.96153, 15.84836)  0.43
H (-5.68895, 5.94585, 14.52595)  -0.48
C (-8.22563, 4.00232, 16.76346)  -0.09
O (-8.12413, 3.21263, 15.56179)  -0.37
C (-6.82182, 3.03456, 14.90534)  0.88
O (-6.72477, 2.48118, 13.78101)  -0.58
O (-5.88804, 3.34640, 15.76633)  -0.30
C (-4.52987, 3.24618, 15.47564)  -0.59
H (-7.60893, 4.89856, 16.83082)  -0.31
H (-8.04966, 3.44134, 17.68130)  0.33
H (-9.24276, 4.39024, 16.70825)  0.32
H (-4.42444, 3.81285, 14.55050)  0.23
H (-4.25798, 2.19609, 15.36841)  0.34
H (-3.97217, 3.73561, 16.27409)  0.22
C (-4.56222, 7.34778, 9.08387)  -0.96
C (-4.22788, 5.95167, 8.60297)  0.01
O (-3.87107, 5.87862, 7.19691)  -0.25
C (-3.59128, 4.76244, 6.65742)  0.82
O (-3.60081, 3.65879, 7.25858)  -0.64
O (-3.27773, 5.00716, 5.45206)  -0.34
C (-2.65599, 4.05995, 4.58655)  -0.66
H (-5.04568, 7.48216, 10.05150)  0.01
H (-5.34728, 7.81001, 8.48544)  0.37
H (-3.74771, 8.07146, 9.11498)  0.35
H (-5.06044, 5.27325, 8.78922)  0.28
H (-3.38927, 5.74052, 9.26649)  0.16
H (-1.58845, 4.27998, 4.58048)  0.28
H (-2.91911, 4.18107, 3.53574)  0.25
H (-2.91002, 3.02332, 4.80783)  0.32
C (-6.28855, 6.78986, 18.76889)  -0.95
C (-5.89947, 8.20933, 18.58039)  -0.37
O (-5.08726, 8.51327, 17.42450)  -0.14
C (-4.52298, 9.70530, 17.32655)  0.64
O (-4.75759, 10.70530, 18.01408)  -0.58
O (-3.72207, 9.68905, 16.24278)  -0.21
C (-2.96277, 10.82771, 15.83386)  -0.73
H (-7.01533, 6.43731, 18.03704)  -0.02
H (-6.75938, 6.72276, 19.74967)  0.45
H (-5.45498, 6.08768, 18.78298)  0.32
H (-5.35916, 8.52331, 19.47346)  0.41
H (-6.78681, 8.83682, 18.49682)  0.32
H (-2.05924, 10.49286, 15.32435)  0.22
H (-2.49919, 11.35529, 16.66744)  0.41
H (-3.47537, 11.55220, 15.20105)  0.23
C (-9.40662, 14.77595, 16.63032)  -1.10
C (-8.03576, 15.16757, 16.04828)  -0.26
O (-7.46910, 14.10107, 15.26229)  -0.37
C (-6.85260, 12.98004, 15.95951)  0.58
O (-6.62140, 13.00137, 17.15165)  -0.51
O (-6.27307, 12.07929, 15.08679)  -0.04
C (-6.42759, 12.07630, 13.75098)  -0.79
H (-10.02239, 14.44574, 15.79373)  0.32
H (-9.80571, 15.63391, 17.17138)  0.36
H (-9.45202, 13.92360, 17.30821)  0.32
H (-7.33755, 15.51820, 16.80831)  0.33
H (-8.17331, 15.93379, 15.28532)  0.26
H (-7.43617, 11.77608, 13.46684)  0.33
H (-5.84176, 11.29292, 13.27012)  0.18
H (-6.29239, 13.06531, 13.31318)  0.40
C (-1.29178, 9.37813, 12.77837)  -0.86
C (-1.13043, 8.11910, 11.85556)  -0.01
O (-0.74364, 6.94737, 12.60106)  -0.37
C (-1.74151, 6.08228, 12.95963)  0.55
O (-2.94255, 6.29682, 13.06181)  -0.34
O (-1.17304, 5.00978, 13.56820)  -0.28
C (-0.03785, 4.30237, 13.14211)  -0.73
H (-1.10429, 10.24378, 12.14307)  0.44
H (-0.53876, 9.49676, 13.55746)  0.37
H (-2.22220, 9.35056, 13.34552)  -0.13
H (-0.30170, 8.31564, 11.17535)  0.43
H (-2.10423, 8.08387, 11.36712)  -0.01
H (-0.25860, 3.59348, 12.34408)  0.30
H (0.40148, 3.61376, 13.86384)  0.27
H (0.76024, 4.93158, 12.74810)  0.31